1 | ORCA calculation (ωB97M-V/def2-TZVPD) on a 2-piece molecular cluster, C3H9N2 overall.

Values from the calculation:
Total charge: +1
Gap between HOMO and LUMO, Eh: 0.4098
Molecular weight, g/mol: 73.12

Atoms and positions in Å:
C (2.69902, -0.08733, 0.36788)
C (-1.17333, -1.03593, 0.69827)
C (-1.85060, 0.85297, -0.50352)
N (1.73478, -0.12309, -0.46874)
N (-0.87576, 0.02244, 0.05462)
H (2.50696, -0.22456, 1.46206)
H (3.76197, 0.08879, 0.20818)
H (-0.35774, -1.55739, 1.15059)
H (-2.19188, -1.29886, 0.83410)
H (-2.25154, 1.58167, 0.16660)
H (-1.52301, 1.39777, -1.31850)
H (-2.72395, 0.44285, -0.97972)
H (1.97032, -0.07429, -1.48099)
H (0.27475, 0.01498, -0.19083)

Löwdin atomic charge list, values in e, 8 entries: 0.001 0.150 -0.063 0.031 -0.040 0.099 0.092 0.105

***

2 | ORCA calculation (ωB97M-V/def2-TZVPD) on a 2-piece molecular cluster, C3H9N2 overall.

Values from the calculation:
Total charge: +1
Gap between HOMO and LUMO, Eh: 0.3016
Molecular weight, g/mol: 73.12

Atoms and positions in Å:
C (-0.14028, -1.86726, -0.53408)
N (1.11572, -1.79903, -0.34482)
H (-0.64393, -2.77172, -0.20672)
H (-0.69196, -1.02655, -0.93153)
H (1.59391, -0.92037, -0.52736)
H (1.61332, -2.50804, 0.18411)
C (-0.40266, 1.57522, -0.81675)
C (-0.08326, 1.22353, 1.44605)
N (-0.78493, 0.93000, 0.43553)
H (0.05808, 0.87308, -1.51868)
H (0.29796, 2.40317, -0.67923)
H (-1.29145, 1.99045, -1.28388)
H (-0.41079, 0.88118, 2.42504)
H (0.87298, 1.75410, 1.37004)

Löwdin atomic charge list, values in e, 8 entries: 0.165 0.210 0.135 0.087 0.151 0.163 -0.143 -0.052

***

3 | ORCA calculation (ωB97M-V/def2-TZVPD) on an isolated ion of composition C3H9N2 and charge +1.

Values from the calculation:
Total charge: +1
Structure (SMILES): NC[C@H]1C[NH2+]1
Gap between HOMO and LUMO, Eh: 0.3861
Molecular weight, g/mol: 73.12

Atoms and positions in Å:
N (-1.83935, 0.50600, 0.19985)
C (-0.90855, -0.62817, 0.18780)
C (0.31244, -0.22422, -0.54449)
C (1.01628, 0.99086, 0.01182)
N (1.48009, -0.39959, 0.21897)
H (-1.96865, 0.96588, -0.73984)
H (-2.74672, 0.07596, 0.48236)
H (-1.21468, -1.55854, -0.42406)
H (-0.57565, -0.93395, 1.11068)
H (0.42375, -0.44790, -1.79870)
H (1.56731, 1.60310, -0.51347)
H (0.68775, 1.46770, 0.95020)
H (2.34256, -0.63140, -0.23630)
H (1.42340, -0.78572, 1.09517)

Löwdin atomic charge list, values in e, 8 entries: 0.020 -0.252 -0.248 0.051 0.140 0.114 0.103 0.157

***

Comparing the structures above, 1 comes out on top by 0.361 eV.